Formula: C43H32N6Zn
Source: OMol25
Level of theory: ωB97M-V/def2-TZVPD

The HOMO-LUMO gap comes out at 0.2114 Ha.

Last column: Löwdin charge in e.
Geometry (Å):
Zn  -0.42  0.61  -1.35  0.695
N  -1.76  -3.52  -1.41  0.115
C  -1.51  -2.23  -1.72  -0.153
N  -0.55  -1.52  -1.24  0.076
C  0.30  -2.08  -0.25  -0.257
N  1.10  -1.41  0.50  0.127
N  1.46  -0.13  0.26  -0.127
C  1.55  0.39  -1.14  -0.223
C  2.48  1.55  -1.28  -0.307
C  2.08  2.87  -1.02  -0.050
C  2.97  3.91  -1.18  -0.073
C  4.25  3.63  -1.63  -0.083
C  4.57  2.30  -1.89  -0.151
N  3.72  1.29  -1.71  0.110
C  0.10  -3.50  0.09  -0.084
C  0.91  -4.17  1.01  -0.016
C  0.64  -5.48  1.36  -0.076
C  -0.42  -6.16  0.78  -0.084
C  -1.22  -5.52  -0.15  -0.028
C  -0.96  -4.20  -0.48  -0.189
H  -2.55  -3.98  -1.82  0.148
H  -2.19  -1.78  -2.44  0.131
H  2.01  -0.43  -1.70  0.085
H  1.05  3.05  -0.71  0.097
H  2.67  4.93  -0.98  0.104
H  4.99  4.41  -1.78  0.095
H  5.55  2.03  -2.26  0.099
H  1.73  -3.62  1.46  0.111
H  1.27  -5.98  2.08  0.104
H  -0.63  -7.19  1.05  0.102
H  -2.05  -6.04  -0.62  0.110
C  -1.44  2.78  2.33  -0.026
C  -2.38  3.67  1.82  -0.077
C  -2.77  3.56  0.50  -0.046
C  -2.21  2.56  -0.30  -0.199
C  -1.24  1.67  0.19  -0.090
C  -0.86  1.80  1.53  -0.211
C  -2.62  2.40  -1.72  -0.189
C  -3.71  3.12  -2.28  0.010
C  -4.07  2.91  -3.58  0.006
C  -3.35  1.99  -4.38  -0.156
C  -3.66  1.71  -5.73  -0.032
C  -2.92  0.81  -6.44  -0.077
C  -1.84  0.15  -5.83  -0.068
C  -1.52  0.40  -4.52  -0.025
C  -2.28  1.32  -3.76  -0.201
N  -1.95  1.54  -2.46  0.087
H  -1.15  2.86  3.37  0.113
H  -2.80  4.43  2.45  0.100
H  -3.50  4.25  0.11  0.093
H  0.40  1.32  3.15  0.117
H  -4.27  3.82  -1.68  0.102
H  -4.91  3.44  -4.01  0.121
H  -4.50  2.23  -6.19  0.115
H  -3.16  0.61  -7.47  0.104
H  -1.24  -0.54  -6.40  0.107
H  -0.67  -0.08  -4.05  0.099
C  4.78  -0.13  4.12  -0.101
C  3.96  0.97  4.32  -0.088
C  2.91  1.22  3.45  -0.050
C  2.65  0.38  2.37  -0.168
C  3.50  -0.71  2.16  -0.028
C  4.55  -0.96  3.04  -0.081
C  1.50  0.71  1.43  -0.178
C  0.13  0.85  2.20  -0.156
C  -0.51  -0.48  2.59  -0.166
C  -1.71  -0.93  2.05  -0.036
C  -2.26  -2.15  2.43  -0.085
C  -1.62  -2.94  3.36  -0.102
C  -0.43  -2.50  3.93  -0.082
C  0.11  -1.28  3.55  -0.024
H  5.60  -0.34  4.80  0.097
H  4.14  1.64  5.15  0.099
H  2.29  2.10  3.62  0.114
H  3.33  -1.35  1.31  0.101
H  5.19  -1.81  2.86  0.100
H  1.70  1.71  1.07  0.133
H  -2.22  -0.32  1.31  0.101
H  -3.19  -2.47  1.99  0.100
H  -2.04  -3.89  3.65  0.099
H  0.07  -3.10  4.67  0.102
H  1.04  -0.95  4.00  0.112

=====

Formula: C43H33CaN8OSSe
Source: OMol25
Level of theory: ωB97M-V/def2-TZVPD

As for the total charge: -1. The HOMO-LUMO gap (alpha / beta) comes out at 0.1802 / 0.1801 Ha.

Last column: Löwdin charge in e.
Geometry (Å):
Ca  -0.66  0.18  -0.46  1.165
C  -3.80  -5.74  -1.85  -0.104
C  -3.63  -6.01  -0.48  -0.105
C  -3.11  -5.06  0.37  -0.030
C  -2.75  -3.83  -0.17  -0.112
C  -2.19  -2.61  0.41  -0.294
N  -2.01  -1.69  -0.55  0.034
C  -2.46  -2.19  -1.74  -0.296
N  -2.50  -1.57  -2.91  0.200
C  -2.34  -0.28  -3.05  -0.310
C  -2.18  0.38  -4.35  -0.106
C  -2.14  -0.10  -5.65  -0.023
C  -1.95  0.81  -6.67  -0.099
C  -1.79  2.18  -6.40  -0.099
C  -1.82  2.66  -5.10  -0.023
C  -2.02  1.74  -4.08  -0.107
C  -2.10  1.87  -2.63  -0.297
N  -2.02  3.06  -2.01  0.197
C  -1.87  3.18  -0.71  -0.284
N  -1.56  2.21  0.19  0.013
C  -1.57  2.75  1.43  -0.311
N  -1.41  2.14  2.59  0.203
C  -1.38  0.81  2.69  -0.299
N  -1.53  -0.11  1.71  0.039
C  -1.62  -1.34  2.29  -0.305
N  -1.92  -2.49  1.72  0.195
C  -1.41  -1.22  3.74  -0.116
C  -1.36  -2.15  4.77  -0.022
C  -1.13  -1.67  6.05  -0.094
C  -0.97  -0.30  6.30  -0.094
C  -1.04  0.62  5.27  -0.018
C  -1.26  0.14  3.99  -0.116
C  -1.85  4.19  1.34  -0.098
C  -1.96  5.19  2.29  -0.016
C  -2.25  6.47  1.85  -0.092
C  -2.44  6.74  0.50  -0.094
C  -2.34  5.74  -0.46  -0.019
C  -2.03  4.46  -0.01  -0.099
N  -2.31  0.67  -2.06  0.046
C  -2.92  -3.56  -1.53  -0.110
C  -3.45  -4.52  -2.39  -0.029
H  -4.21  -6.51  -2.49  0.090
H  -3.91  -6.98  -0.10  0.090
H  -2.98  -5.25  1.43  0.105
H  -2.26  -1.16  -5.85  0.107
H  -1.91  0.47  -7.70  0.092
H  -1.63  2.87  -7.22  0.092
H  -1.69  3.71  -4.88  0.107
H  -1.48  -3.20  4.57  0.107
H  -1.07  -2.37  6.88  0.093
H  -0.79  0.03  7.31  0.093
H  -0.92  1.69  5.45  0.110
H  -1.82  4.96  3.34  0.109
H  -2.34  7.28  2.57  0.093
H  -2.67  7.76  0.19  0.093
H  -2.48  5.94  -1.51  0.108
H  -3.59  -4.30  -3.44  0.106
C  6.69  -1.75  1.84  -0.069
C  5.49  -0.90  1.51  -0.294
C  5.57  0.15  0.61  -0.036
C  4.48  0.95  0.30  -0.339
C  4.66  2.10  -0.65  -0.119
C  3.22  0.68  0.89  -0.596
Se  1.71  1.77  0.43  0.597
C  3.14  -0.37  1.82  -0.327
C  1.86  -0.71  2.54  -0.075
C  4.26  -1.14  2.11  -0.043
H  7.53  -1.51  1.19  0.066
H  6.48  -2.81  1.74  0.071
H  7.02  -1.58  2.87  0.074
H  6.53  0.37  0.13  0.105
H  5.68  2.13  -1.02  0.069
H  4.42  3.04  -0.15  0.066
H  3.96  2.04  -1.49  0.044
H  0.99  -0.41  1.96  0.004
H  1.78  -0.18  3.49  0.094
H  1.81  -1.78  2.76  0.083
H  4.17  -1.95  2.83  0.115
C  3.33  -0.63  -2.72  -0.238
S  1.97  -1.76  -2.46  0.862
C  2.55  -2.47  -0.93  -0.232
O  0.81  -0.87  -2.11  -0.650
H  4.25  -1.19  -2.86  0.062
H  3.38  0.02  -1.85  0.021
H  3.09  -0.06  -3.62  0.059
H  3.45  -3.04  -1.13  0.061
H  1.77  -3.14  -0.55  0.060
H  2.76  -1.67  -0.22  0.038

=====

The following energy relative to the best compared isomer or geometry (same formula, charge and spin) values (in kcal/mol) correspond, in order, to the records above: 1.2, 15.2.